{
  "formula": "C5H6N",
  "method": "ωB97M-V with the def2-TZVPD basis set",
  "energy_ha": -248.38540,
  "lumo_ev": [-7.251, -7.251],
  "total_charge": 1,
  "max_force_ev_per_a": 3.73,
  "homo_lumo_gap_ev": [7.978, 7.979],
  "e_homo_ha": [-0.560, -0.560],
  "smiles": "C=C[C@H]1C2=[N+]1C2",
  "species": ["C", "C", "C", "C", "C", "N", "H", "H", "H", "H", "H", "H"],
  "positions_angstrom": [[1.27066, 0.01226, -0.57369], [-1.36600, 0.84982, 1.70787], [-0.45915, -0.03510, 1.32286], [1.32610, -0.62966, -1.89237], [-0.14179, 0.04316, -0.07706], [0.58883, -1.13719, -0.69579], [-1.68620, 0.89621, 2.71970], [-1.91613, 1.43551, 1.02920], [-0.04866, -0.67614, 1.98917], [0.95098, -0.18997, -2.74152], [2.20304, -1.25342, -1.97300], [-0.72168, 0.68451, -0.81536]],
  "forces_ev_per_angstrom": [[-0.78, -1.16, -0.48], [-0.26, -0.82, 0.61], [-1.97, 2.31, -1.89], [2.57, -1.37, 2.33], [0.39, 1.16, -0.91], [0.09, 0.86, -0.39], [-0.06, 0.15, 0.77], [-0.36, 0.86, -0.81], [1.66, -2.00, 1.61], [-1.38, 0.90, -1.80], [0.04, -0.03, -0.45], [0.06, -0.86, 1.40]]
}